No. 1
A structure of composition C52H44MoN6S. Source: OMol25; level of theory: wB97M-V/def2-TZVPD.

```
104
Properties=species:S:1:pos:R:3:forces:R:3
Mo 0.8614 -0.8574 -0.3776 0.4 0.3 0.2
C -1.1052 -4.3870 -6.2392 0.0 -0.1 0.0
C -0.4918 -3.1581 -6.4190 0.0 0.0 0.0
C -0.4732 -2.2257 -5.3951 0.0 0.0 -0.1
C -1.0938 -2.4809 -4.1642 0.0 0.1 0.1
C -1.6644 -3.7519 -3.9890 0.0 0.0 0.0
C -1.6837 -4.6820 -5.0127 0.0 0.0 0.0
C -0.9820 -1.5372 -3.0274 0.0 0.0 -0.1
C -0.2359 -0.3220 -3.1318 0.1 -0.3 -0.1
C -0.2665 0.5630 -4.2370 0.0 0.1 0.0
C 0.4494 1.6697 -3.8782 0.0 -0.1 -0.1
C 0.9531 1.4440 -2.5760 0.1 -0.1 0.0
N 0.4957 0.2168 -2.1089 -0.2 0.1 0.0
C 1.7524 2.3201 -1.8591 0.0 0.0 0.0
C 2.1161 2.0957 -0.5335 0.0 -0.1 0.0
C 2.8946 2.9752 0.2605 0.1 0.0 0.0
C 3.1474 2.3463 1.4392 0.0 -0.1 0.0
C 2.5330 1.0658 1.3721 0.1 -0.1 0.0
C 2.5746 0.0621 2.3811 0.2 0.1 0.0
C 3.7650 -0.2050 3.2282 -0.1 0.0 -0.1
C 4.9485 0.5467 3.1755 0.0 0.0 0.1
C 6.0541 0.2052 3.9370 0.0 0.0 0.0
C 6.0305 -0.9138 4.7544 0.0 0.0 0.0
C 4.8993 -1.7160 4.7666 0.0 0.0 0.0
C 3.7962 -1.3766 4.0039 0.0 -0.1 0.0
C 1.3975 -0.6470 2.5960 -0.2 -0.2 -0.1
N 0.4385 -0.8841 1.6234 -0.2 0.3 0.4
C -0.6883 -1.3185 2.3034 0.1 -0.2 0.0
C -1.8839 -1.7128 1.7215 0.0 0.0 -0.1
C -2.9746 -2.2313 2.5950 0.0 0.2 0.1
C -3.6690 -1.3597 3.4305 0.0 0.0 0.0
C -4.6650 -1.8401 4.2682 0.0 0.0 0.0
C -4.9690 -3.1938 4.2801 0.0 0.0 0.0
C -4.2825 -4.0653 3.4474 0.0 0.0 0.0
C -3.2901 -3.5857 2.6063 0.0 0.0 0.0
C -2.0667 -1.7168 0.3474 -0.1 0.0 0.1
C -3.2199 -2.2562 -0.3117 0.0 0.0 0.0
C -2.9289 -2.3336 -1.6276 0.1 0.0 -0.1
C -1.6270 -1.7559 -1.8173 -0.1 0.0 0.2
N -1.1385 -1.3167 -0.5850 -0.1 -0.1 -0.3
C -0.4152 -1.3674 3.7049 -0.1 -0.1 0.0
C 0.8724 -0.9963 3.8827 0.0 0.0 0.0
N 1.8346 0.9430 0.1924 -0.4 -0.1 -0.1
C 2.2807 3.5159 -2.5644 -0.1 0.1 0.2
C 3.1176 3.3571 -3.6647 0.1 0.0 0.0
C 3.6307 4.4706 -4.3137 0.0 0.0 0.0
C 3.2994 5.7442 -3.8795 0.0 0.1 0.0
C 2.4507 5.9091 -2.7920 0.0 0.0 0.0
C 1.9465 4.7997 -2.1329 -0.1 0.0 -0.1
H -1.1097 -5.1184 -7.0361 0.0 0.0 0.0
H -0.0129 -2.9223 -7.3594 0.0 0.0 0.0
H 0.0511 -1.3016 -5.5684 0.0 0.0 0.0
H -2.0796 -4.0463 -3.0388 0.0 0.0 0.1
H -2.1475 -5.6456 -4.8481 0.0 0.0 0.0
H -0.8476 0.4251 -5.1318 0.0 0.0 0.0
H 0.5851 2.5756 -4.4446 0.0 0.0 0.0
H 3.2013 3.9676 -0.0221 0.0 0.0 0.0
H 3.6170 2.7749 2.3049 0.1 0.0 0.0
H 5.0433 1.3977 2.5270 -0.1 0.1 -0.1
H 6.9433 0.8182 3.8805 0.0 0.0 0.0
H 6.8954 -1.1770 5.3478 0.0 0.0 0.0
H 4.8792 -2.6223 5.3566 0.0 0.0 0.0
H 2.9651 -2.0654 3.9882 0.0 0.0 0.0
H -3.4407 -0.3010 3.4114 0.0 0.0 0.0
H -5.2033 -1.1552 4.9091 0.0 0.0 0.0
H -5.7438 -3.5689 4.9347 0.0 0.0 0.0
H -4.5209 -5.1205 3.4545 0.0 0.0 0.0
H -2.7570 -4.2676 1.9534 0.0 0.0 0.0
H -4.1385 -2.5297 0.1796 0.0 0.0 0.0
H -3.5863 -2.6442 -2.4216 0.0 0.0 0.0
H -1.1299 -1.6373 4.4635 0.0 0.0 0.0
H 1.3827 -0.8536 4.8197 0.0 0.0 0.0
H 3.3782 2.3629 -4.0076 0.0 0.0 0.0
H 4.2859 4.3419 -5.1647 0.0 0.0 0.0
H 3.6942 6.6108 -4.3922 0.0 0.0 0.0
H 2.1756 6.9010 -2.4602 0.0 0.0 0.0
H 1.2622 4.9284 -1.3033 0.0 0.0 0.0
N 0.9972 -2.9665 -0.5407 -0.2 0.0 0.0
C 0.8347 -4.0818 -0.8299 -0.1 0.0 -0.1
N 0.6541 -5.3033 -1.1767 0.0 0.0 0.0
C 1.5708 -5.9718 -2.1349 0.0 0.0 0.0
C 2.1066 -7.2682 -1.5075 0.0 0.0 0.0
C 2.0485 -7.1944 0.0155 0.0 0.0 0.0
C 0.5996 -7.1032 0.5065 0.0 0.0 0.0
C -0.2378 -6.2039 -0.4152 0.0 0.0 0.0
H 2.3661 -5.2668 -2.3743 0.0 0.0 0.0
H 0.9982 -6.1582 -3.0444 0.1 0.0 0.0
H 3.1288 -7.4264 -1.8487 0.0 0.0 0.0
H 1.5220 -8.1200 -1.8598 0.0 0.0 0.0
H 2.6125 -6.3190 0.3543 0.0 0.0 0.0
H 2.5344 -8.0623 0.4577 0.0 0.0 0.0
H 0.5715 -6.7301 1.5306 0.0 0.0 0.0
H 0.1462 -8.0950 0.5166 0.0 0.0 0.0
H -0.9630 -5.5954 0.1216 0.0 0.0 0.0
H -0.7786 -6.7815 -1.1653 0.0 0.0 0.0
C 4.4903 -0.2194 -0.8154 0.1 0.1 0.0
S 3.2811 -1.5406 -0.7657 0.2 -0.2 -0.3
C 3.9161 -2.5772 0.5714 0.1 0.0 0.1
H 5.4420 -0.6350 -1.1405 0.0 0.0 0.0
H 4.5961 0.2542 0.1567 0.0 0.0 0.0
H 4.1478 0.5093 -1.5470 0.0 0.0 0.0
H 4.4759 -1.9616 1.2725 0.0 0.0 0.0
H 4.5605 -3.3503 0.1592 0.0 0.0 0.0
H 3.0766 -3.0280 1.0936 0.0 0.0 0.0
```
Forces are in eV/Å.

As for the HOMO-LUMO gap (alpha / beta): 5.23 / 5.40 eV. For the maximum force, the calculation gives 0.58 eV Å⁻¹. For the HOMO energy (alpha / beta), the calculation gives -0.43765 / -0.44054 Eh. The LUMO energy (alpha / beta) is -6.68 / -6.59 eV. Its net charge is +2.

These are the Löwdin partial charges, in e, on atoms 1 to 99: number 1, Mo, carries 1.513; number 2, C, carries -0.055; number 3, C, carries -0.050; number 4, C, carries -0.017; number 5, C, carries -0.138; number 6, C, carries -0.039; number 7, C, carries -0.064; number 8, C, carries -0.029; number 9, C, carries -0.217; number 10, C, carries 0.007; number 11, C, carries 0.042; number 12, C, carries -0.213; number 13, N, carries -0.040; number 14, C, carries -0.051; number 15, C, carries -0.226; number 16, C, carries 0.033; number 17, C, carries 0.000; number 18, C, carries -0.246; number 19, C, carries -0.040; number 20, C, carries -0.157; number 21, C, carries -0.025; number 22, C, carries -0.050; number 23, C, carries -0.049; number 24, C, carries -0.051; number 25, C, carries -0.050; number 26, C, carries -0.229; number 27, N, carries -0.039; number 28, C, carries -0.189; number 29, C, carries -0.061; number 30, C, carries -0.220; number 31, C, carries -0.028; number 32, C, carries -0.054; number 33, C, carries -0.062; number 34, C, carries -0.060; number 35, C, carries -0.040; number 36, C, carries -0.202; number 37, C, carries 0.035; number 38, C, carries 0.010; number 39, C, carries -0.226; number 40, N, carries -0.041; number 41, C, carries 0.041; number 42, C, carries 0.015; number 43, N, carries -0.046; number 44, C, carries -0.207; number 45, C, carries -0.035; number 46, C, carries -0.058; number 47, C, carries -0.059; number 48, C, carries -0.053; number 49, C, carries -0.035; number 50, H, carries 0.116; number 51, H, carries 0.117; number 52, H, carries 0.094; number 53, H, carries 0.093; number 54, H, carries 0.112; number 55, H, carries 0.125; number 56, H, carries 0.133; number 57, H, carries 0.125; number 58, H, carries 0.122; number 59, H, carries 0.091; number 60, H, carries 0.117; number 61, H, carries 0.117; number 62, H, carries 0.116; number 63, H, carries 0.105; number 64, H, carries 0.127; number 65, H, carries 0.114; number 66, H, carries 0.113; number 67, H, carries 0.111; number 68, H, carries 0.110; number 69, H, carries 0.130; number 70, H, carries 0.128; number 71, H, carries 0.129; number 72, H, carries 0.129; number 73, H, carries 0.121; number 74, H, carries 0.113; number 75, H, carries 0.114; number 76, H, carries 0.114; number 77, H, carries 0.127; number 78, N, carries 0.021; number 79, C, carries -0.173; number 80, N, carries -0.066; number 81, C, carries -0.093; number 82, C, carries -0.153; number 83, C, carries -0.182; number 84, C, carries -0.150; number 85, C, carries -0.097; number 86, H, carries 0.131; number 87, H, carries 0.127; number 88, H, carries 0.121; number 89, H, carries 0.123; number 90, H, carries 0.110; number 91, H, carries 0.122; number 92, H, carries 0.115; number 93, H, carries 0.122; number 94, H, carries 0.121; number 95, H, carries 0.134; number 96, C, carries -0.309; number 97, S, carries 0.810; number 98, C, carries -0.314; number 99, H, carries 0.065


No. 2
A structure of composition C52H44N5S3SiV at a distorted geometry. Source: OMol25; level of theory: wB97M-V/def2-TZVPD.

```
106
Properties=species:S:1:pos:R:3:forces:R:3
V 0.0858 0.4300 -0.1718 1.0 -0.9 -0.9
S -3.5947 4.3147 -0.1855 -0.2 0.1 0.5
C -4.9796 5.2835 0.0993 0.2 -0.1 0.0
C -5.2745 5.3749 1.4220 -0.1 0.2 -0.3
C -4.3722 4.6621 2.2344 0.4 -0.3 -0.1
C -3.3984 4.0133 1.5216 -0.5 0.5 -0.5
C -2.3415 3.1526 2.0030 0.4 -0.3 0.9
C -1.6758 2.3019 1.1052 -0.1 0.0 0.1
N -0.7454 1.4171 1.4180 -0.5 0.9 0.8
C -0.4320 1.2973 2.7397 -0.1 0.3 0.7
C -1.0025 2.1587 3.7277 0.3 -0.3 -0.1
C -0.6267 2.0226 5.0862 0.0 -0.1 0.1
C 0.1521 0.9842 5.4969 -0.1 0.2 -0.2
C 0.6376 0.0428 4.5696 -0.4 0.7 -1.0
C 1.2518 -1.1682 5.0149 0.5 -1.1 -0.4
C 1.7977 -2.0894 4.1769 -0.7 1.0 0.3
C 1.8729 -1.6811 2.7469 0.6 -0.3 0.1
N 0.9481 -0.6585 2.3409 0.3 -0.6 0.3
C 0.4179 0.2656 3.1964 0.0 0.4 1.0
C 2.4823 -3.2622 4.6307 0.5 -0.8 0.2
C 2.8659 -3.5744 5.9181 -0.2 0.2 -0.5
C 3.5836 -4.7765 6.0028 0.2 -0.2 -0.1
C 3.7677 -5.3639 4.7881 -0.1 0.1 -0.3
S 3.0421 -4.4770 3.5131 0.0 0.2 0.7
C -1.9635 3.0960 3.3359 -0.1 -0.1 -0.9
H -5.4941 5.7237 -0.7319 -0.1 0.1 -0.1
H -6.1112 5.9279 1.8071 -0.2 0.1 0.0
H -4.4637 4.6105 3.3045 0.0 -0.1 0.2
H -1.9787 2.3531 0.0698 0.1 -0.1 0.0
H -1.0192 2.7299 5.7995 -0.1 0.1 0.1
H 0.3850 0.8456 6.5417 0.0 0.0 0.1
H 1.2330 -1.3583 6.0758 0.1 0.0 0.2
H 2.9190 -1.3854 2.5537 -0.2 0.0 0.0
H 2.6780 -2.9453 6.7695 -0.1 0.1 0.1
H 3.9647 -5.1796 6.9253 0.1 -0.1 0.1
H 4.2948 -6.2707 4.5665 0.1 -0.2 0.0
H -2.4290 3.7244 4.0766 0.0 0.2 0.1
C -1.0305 3.7226 -2.8467 0.2 0.3 0.0
C -0.9627 2.5090 -2.1619 0.0 -0.1 -0.1
N -0.0015 2.1985 -1.3007 -0.3 0.9 -0.5
C 0.9351 3.1379 -1.0418 0.0 0.8 -0.3
C 0.9336 4.4097 -1.6659 -0.2 -0.6 0.1
C -0.0730 4.6827 -2.6060 -0.1 -0.4 0.1
C 1.9439 5.3594 -1.3470 0.5 0.1 0.3
C 2.8975 5.0871 -0.4238 -0.3 0.3 -0.4
C 2.9498 3.8165 0.2069 -0.3 -0.6 0.0
C 3.9638 3.4736 1.1167 -0.2 -0.3 0.0
C 4.0299 2.1842 1.5873 0.0 0.4 -0.2
C 3.0751 1.2663 1.1494 0.0 -0.3 0.0
N 2.0662 1.5712 0.3576 -0.4 -0.1 -0.2
C 1.9901 2.8276 -0.1231 0.6 0.5 0.3
H -1.8307 3.8976 -3.5501 0.0 0.0 0.0
H -1.7201 1.7515 -2.3309 0.0 0.0 0.1
H -0.0725 5.6336 -3.1184 -0.1 0.1 0.0
H 1.9400 6.3021 -1.8704 0.0 0.2 0.0
H 3.6622 5.8073 -0.1782 0.0 0.2 0.0
H 4.6903 4.2153 1.4085 0.1 0.1 0.0
H 4.8172 1.8720 2.2543 0.0 -0.1 0.1
H 3.1673 0.2264 1.4332 -0.1 0.0 0.1
C -1.7978 -0.4233 -0.5271 -0.6 -0.8 -1.1
Si -1.6554 -1.6243 -1.9783 -0.2 0.7 0.5
C -0.2071 -0.7965 -2.9576 -0.6 -0.7 -0.2
N 0.9636 -0.5406 -2.1149 0.1 0.2 0.0
C 1.8843 0.4186 -2.7690 0.4 0.3 -0.4
C 2.9490 -0.2489 -3.6367 -0.1 0.1 0.1
C 3.8843 -1.0853 -2.7547 0.0 0.0 -0.1
C 3.1111 -1.6664 -1.5633 -0.1 0.0 -0.2
C 1.6493 -1.8303 -1.9438 0.4 -0.4 0.4
C -3.0201 -1.7785 -3.3009 0.4 0.1 0.4
C -3.1350 -0.8538 -4.3381 0.1 0.0 0.1
C -4.0119 -1.0537 -5.3871 -0.1 0.1 -0.2
C -4.8095 -2.1838 -5.4150 -0.1 -0.1 0.0
C -4.7461 -3.0927 -4.3708 -0.1 0.0 -0.1
C -3.8618 -2.8877 -3.3273 0.1 0.0 0.1
C -1.4025 -3.3902 -1.3137 0.1 0.5 -0.2
C -0.6255 -4.3559 -1.9461 0.0 0.0 -0.1
C -0.5652 -5.6533 -1.4688 0.1 -0.1 -0.1
C -1.2962 -6.0203 -0.3521 0.0 0.0 0.1
C -2.0701 -5.0738 0.2966 -0.1 -0.1 0.1
C -2.1232 -3.7795 -0.1871 0.0 0.2 0.0
H -2.1999 -0.9400 0.3479 0.0 0.0 0.1
H -2.5243 0.3612 -0.7624 -0.2 0.1 -0.1
H -0.5860 0.1658 -3.3029 -0.2 0.0 0.0
H 0.0703 -1.3515 -3.8665 0.1 0.1 0.0
H 2.4003 0.9923 -1.9946 0.0 0.0 -0.1
H 1.2976 1.1200 -3.3717 0.0 -0.1 0.2
H 3.5079 0.5236 -4.1671 0.0 0.0 -0.1
H 2.4668 -0.8715 -4.3925 0.0 0.0 -0.1
H 4.7118 -0.4704 -2.3983 0.1 0.0 0.0
H 4.3145 -1.8925 -3.3471 0.1 0.0 0.0
H 3.1808 -1.0114 -0.6935 0.0 0.0 0.1
H 3.5181 -2.6386 -1.2846 0.0 0.0 0.1
H 1.1118 -2.4162 -1.1964 0.0 0.0 -0.3
H 1.6178 -2.3984 -2.8852 -0.1 0.0 0.1
H -2.5143 0.0305 -4.3408 0.1 0.2 -0.1
H -4.0626 -0.3373 -6.1955 0.0 0.1 0.0
H -5.4750 -2.3581 -6.2471 -0.1 0.0 -0.1
H -5.3740 -3.9714 -4.3819 -0.1 -0.1 0.0
H -3.8021 -3.6094 -2.5253 0.0 -0.2 0.0
H -0.0750 -4.0958 -2.8383 0.1 0.0 -0.1
H 0.0465 -6.3844 -1.9762 0.0 -0.1 -0.1
H -1.2718 -7.0390 0.0047 0.1 -0.1 0.1
H -2.6423 -5.3434 1.1732 0.0 0.0 0.0
H -2.7529 -3.0581 0.3110 -0.1 0.1 0.1
S 1.4161 -2.5903 1.1815 0.0 0.1 0.4
C 0.6570 -0.9896 1.0674 0.3 -0.9 0.2
```
Forces are in eV/Å.

As for the multiplicity: 4. As for the HOMO-LUMO gap (alpha / beta): 5.56 / 6.40 eV. For the maximum force, the calculation gives 1.63 eV Å⁻¹. For the HOMO energy (alpha / beta), the calculation gives -0.32227 / -0.35589 Eh. The LUMO energy (alpha / beta) is -3.21 / -3.28 eV. Its expectation value of S² is 3.790. As for the energy above the lowest of the compared OMol25 structures with the same formula, charge and spin: 50.7 kcal/mol. Its net charge is +1.

These are the Löwdin partial charges, in e, on atoms 1 to 99: number 1, V, carries 0.631; number 2, S, carries 1.062; number 3, C, carries -0.393; number 4, C, carries -0.171; number 5, C, carries -0.107; number 6, C, carries -0.460; number 7, C, carries -0.181; number 8, C, carries -0.079; number 9, N, carries 0.038; number 10, C, carries -0.095; number 11, C, carries -0.124; number 12, C, carries -0.015; number 13, C, carries -0.011; number 14, C, carries -0.125; number 15, C, carries 0.039; number 16, C, carries -0.204; number 17, C, carries -0.441; number 18, N, carries -0.140; number 19, C, carries -0.078; number 20, C, carries -0.471; number 21, C, carries -0.105; number 22, C, carries -0.171; number 23, C, carries -0.392; number 24, S, carries 1.049; number 25, C, carries 0.069; number 26, H, carries 0.067; number 27, H, carries 0.109; number 28, H, carries 0.113; number 29, H, carries 0.057; number 30, H, carries 0.119; number 31, H, carries 0.121; number 32, H, carries 0.122; number 33, H, carries 0.121; number 34, H, carries 0.112; number 35, H, carries 0.109; number 36, H, carries 0.068; number 37, H, carries 0.127; number 38, C, carries -0.023; number 39, C, carries -0.124; number 40, N, carries 0.022; number 41, C, carries -0.132; number 42, C, carries -0.123; number 43, C, carries 0.025; number 44, C, carries -0.003; number 45, C, carries -0.004; number 46, C, carries -0.128; number 47, C, carries 0.019; number 48, C, carries -0.008; number 49, C, carries -0.091; number 50, N, carries 0.085; number 51, C, carries -0.139; number 52, H, carries 0.120; number 53, H, carries 0.111; number 54, H, carries 0.128; number 55, H, carries 0.122; number 56, H, carries 0.123; number 57, H, carries 0.126; number 58, H, carries 0.116; number 59, H, carries 0.095; number 60, C, carries -0.311; number 61, Si, carries 0.690; number 62, C, carries -0.234; number 63, N, carries -0.237; number 64, C, carries -0.184; number 65, C, carries -0.162; number 66, C, carries -0.176; number 67, C, carries -0.182; number 68, C, carries -0.235; number 69, C, carries -0.230; number 70, C, carries -0.111; number 71, C, carries -0.091; number 72, C, carries -0.087; number 73, C, carries -0.079; number 74, C, carries -0.091; number 75, C, carries -0.269; number 76, C, carries -0.105; number 77, C, carries -0.079; number 78, C, carries -0.083; number 79, C, carries -0.081; number 80, C, carries -0.112; number 81, H, carries -0.003; number 82, H, carries -0.005; number 83, H, carries 0.055; number 84, H, carries 0.101; number 85, H, carries 0.102; number 86, H, carries 0.119; number 87, H, carries 0.116; number 88, H, carries 0.112; number 89, H, carries 0.109; number 90, H, carries 0.112; number 91, H, carries 0.081; number 92, H, carries 0.115; number 93, H, carries 0.036; number 94, H, carries 0.126; number 95, H, carries 0.082; number 96, H, carries 0.102; number 97, H, carries 0.103; number 98, H, carries 0.104; number 99, H, carries 0.095


Number 1: energy -2802.41545 Eh. Number 2: energy -4709.64249 Eh.